# 1
Below is C31H26AuGeN2O7S2 as an isolated structure, with properties calculated with ωB97M-V/def2-TZVPD.

Structure (XYZ):
```
70
Properties=species:S:1:pos:R:3:lowdin_spin:R:1
Au 0.69 0.69 -0.23 0.58
O 1.41 -1.14 3.08 0.00
S 0.20 -1.41 2.35 0.01
O -0.90 -1.96 3.13 0.02
O -0.33 -0.26 1.56 0.12
C 0.60 -2.72 1.15 0.00
C -0.20 -3.85 1.27 0.00
C 0.00 -4.98 0.49 0.00
C 1.04 -5.00 -0.43 0.00
C 1.84 -3.88 -0.56 0.00
C 1.63 -2.73 0.20 0.00
S 2.73 -1.40 -0.33 0.01
O 2.52 -0.26 0.59 0.02
O 4.06 -1.95 -0.30 0.00
O 2.22 -1.05 -1.66 0.03
H -0.99 -3.83 2.00 0.00
H -0.65 -5.84 0.60 0.00
H 1.22 -5.87 -1.05 0.00
H 2.65 -3.87 -1.28 0.00
N -4.35 -5.10 -1.43 0.00
C -3.08 -5.03 -1.89 0.00
O -2.53 -5.98 -2.42 0.00
C -2.40 -3.70 -1.74 0.00
C -2.83 -2.71 -0.86 0.00
C -2.11 -1.53 -0.77 0.01
N -1.01 -1.30 -1.48 0.03
C -0.58 -2.25 -2.31 0.00
C -1.24 -3.46 -2.47 0.00
H -4.82 -5.99 -1.49 0.00
H -4.83 -4.32 -1.02 0.00
H -3.69 -2.83 -0.21 0.00
H -2.40 -0.76 -0.08 0.01
H 0.34 -2.05 -2.83 0.00
H -0.87 -4.23 -3.13 0.00
C -0.93 1.78 -0.62 0.89
Ge -2.06 2.37 0.83 0.11
C -1.02 2.67 2.45 0.00
C -1.56 2.51 3.72 0.00
C -0.79 2.72 4.85 0.00
C 0.54 3.10 4.73 0.00
C 1.09 3.27 3.46 0.00
C 0.31 3.06 2.34 0.01
C -2.83 4.10 0.27 0.01
C -4.00 4.61 0.83 0.00
C -4.49 5.86 0.47 0.00
C -3.80 6.63 -0.46 0.00
C -2.63 6.14 -1.02 0.00
C -2.15 4.89 -0.66 0.01
C -3.57 1.17 1.14 0.02
C -4.71 1.27 0.33 0.00
C -5.75 0.36 0.45 0.00
C -5.67 -0.67 1.38 0.00
C -4.55 -0.78 2.19 0.00
C -3.51 0.13 2.07 0.00
H -1.23 1.92 -1.65 0.07
H -2.59 2.19 3.83 0.00
H -1.22 2.57 5.83 0.00
H 1.15 3.24 5.61 0.00
H 2.13 3.55 3.36 0.00
H 0.76 3.18 1.35 0.01
H -4.55 4.02 1.56 0.00
H -5.40 6.23 0.91 0.00
H -4.18 7.60 -0.75 0.00
H -2.09 6.74 -1.75 0.00
H -1.23 4.52 -1.10 0.01
H -4.78 2.06 -0.40 0.00
H -6.62 0.45 -0.19 0.00
H -6.48 -1.38 1.47 0.00
H -4.46 -1.59 2.91 0.00
H -2.62 -0.01 2.68 0.00
```

## Properties
* lowest unoccupied orbital energy (spin up / spin down): 2.35 / 0.66 eV
* energy above the lowest of the compared OMol25 structures with the same formula, charge and spin: 0.0 kJ/mol
* 2S+1: 3
* Kohn-Sham gap (spin up / spin down): 7.88 / 7.18 eV
* charge: -1
* E_HOMO (spin up / spin down): -5.5321 / -6.5220 eV

***

# 2
Below is C31H26Cl2F2N10O2PV as an isolated structure in a non-equilibrium geometry, with properties calculated with ωB97M-V/def2-TZVPD.

Structure (XYZ):
```
75
Properties=species:S:1:pos:R:3:lowdin_spin:R:1
V 0.50 -0.96 0.03 1.77
Cl -2.15 -4.31 -5.12 0.00
C -1.40 -3.94 -3.60 -0.01
C -0.74 -2.73 -3.46 0.01
C -0.14 -2.44 -2.24 0.00
N 0.65 -1.33 -1.95 0.00
C 1.80 -1.32 -2.65 0.00
O 2.09 -2.09 -3.57 0.00
C 2.66 -0.15 -2.34 0.03
C 3.44 0.37 -3.42 0.00
C 4.04 1.57 -3.33 0.03
C 3.62 2.45 -2.25 0.01
C 3.04 1.65 -1.02 0.03
N 2.72 0.33 -1.12 -0.01
C -0.16 -3.38 -1.19 0.00
C -0.82 -4.59 -1.35 -0.01
C -1.44 -4.85 -2.56 0.00
Cl -2.27 -6.36 -2.77 0.00
N 0.52 -2.90 -0.10 -0.02
C 1.03 -3.68 0.87 0.03
O 1.04 -4.91 0.94 0.07
C 1.59 -2.77 1.89 0.11
C 2.05 -3.26 3.14 -0.01
C 2.34 -2.42 4.16 0.08
C 2.06 -1.00 3.99 0.01
C 1.80 -0.55 2.55 0.02
N 1.57 -1.49 1.54 -0.02
H -0.66 -2.05 -4.29 0.00
H 3.61 -0.31 -4.25 0.00
H 4.81 1.91 -4.01 0.00
H 4.23 3.32 -2.03 0.00
H 3.31 2.01 -0.04 0.00
H -0.81 -5.32 -0.56 0.00
H 2.17 -4.33 3.21 0.00
H 2.76 -2.76 5.10 0.01
H 2.62 -0.31 4.62 0.00
H 2.23 0.38 2.22 0.00
C -0.45 4.89 -0.69 0.01
N 0.37 3.69 -0.78 0.12
C 1.53 3.77 -1.47 0.34
C 2.17 2.56 -1.92 0.07
N 0.53 1.44 0.01 0.15
C -0.13 2.58 -0.19 -0.11
P -1.66 2.65 0.85 -0.04
C -0.77 1.39 1.84 -0.12
N 0.14 0.74 1.04 0.11
C 0.68 -0.54 3.58 0.04
C 0.03 0.69 4.02 0.19
N -0.73 1.43 3.20 0.05
C -1.59 2.42 3.82 0.00
C -2.51 1.48 -0.29 -0.02
N -1.90 0.69 -1.16 0.00
C -2.88 0.00 -1.79 0.00
C -4.10 0.37 -1.30 0.00
N -3.86 1.32 -0.35 0.00
C -4.82 2.00 0.46 0.00
H 0.01 5.69 -1.26 0.00
H -0.56 5.20 0.36 0.00
H -1.44 4.69 -1.10 0.01
H 1.96 4.74 -1.62 0.03
H 1.51 1.91 -2.51 0.01
H -0.02 -1.36 3.40 0.01
H 0.03 0.96 5.06 0.02
H -1.46 2.40 4.90 0.00
H -2.64 2.20 3.59 0.00
H -1.36 3.42 3.44 0.00
H -2.65 -0.72 -2.55 0.00
H -5.10 0.06 -1.54 0.00
H -5.82 1.62 0.22 0.00
H -4.79 3.07 0.26 0.00
H -4.62 1.83 1.52 0.00
F -1.22 -2.46 1.80 0.01
C -1.37 -1.56 0.76 -0.02
F -2.26 -0.65 1.33 -0.01
H -1.98 -2.08 0.00 0.00
```

## Properties
* lowest unoccupied orbital energy (spin up / spin down): 2.34 / 2.25 eV
* energy above the lowest of the compared OMol25 structures with the same formula, charge and spin: 808.5 kJ/mol
* 2S+1: 4
* Kohn-Sham gap (spin up / spin down): 5.27 / 5.88 eV
* charge: -1
* E_HOMO (spin up / spin down): -2.9350 / -3.6377 eV

***

# 3
Below is C31H26Cl2NO8SiY as an isolated structure, with properties calculated with ωB97M-V/def2-TZVPD.

Structure (XYZ):
```
70
Properties=species:S:1:pos:R:3:lowdin_charge:R:1
Y 1.92 0.03 0.41 1.49
O 3.20 -0.14 -3.83 0.02
C 3.10 -0.07 -2.61 -0.60
O 2.05 0.02 -1.90 -0.16
C 4.39 -0.06 -1.78 -0.16
C 5.66 -0.16 -2.31 0.00
C 6.74 -0.15 -1.44 -0.06
C 6.53 -0.04 -0.07 0.00
C 5.22 0.06 0.38 -0.16
N 4.20 0.04 -0.47 0.09
C 4.82 0.16 1.85 -0.61
O 5.72 0.22 2.69 0.02
O 3.56 0.17 2.04 -0.12
H 5.78 -0.25 -3.38 0.11
H 7.75 -0.22 -1.82 0.10
H 7.33 -0.02 0.65 0.11
C -4.33 2.92 -2.01 -0.07
C -2.97 3.08 -1.39 -0.29
C -1.83 3.15 -2.19 -0.03
C -0.56 3.21 -1.63 -0.21
C 0.66 3.22 -2.51 -0.02
C -0.43 3.21 -0.24 -0.08
C -1.56 3.13 0.58 -0.22
C -1.41 3.07 2.07 -0.03
C -2.82 3.08 -0.01 -0.04
C 0.94 3.30 0.39 -0.62
O 1.41 4.40 0.66 0.05
O 1.53 2.17 0.57 -0.17
H -4.40 3.45 -2.97 0.07
H -5.12 3.30 -1.35 0.07
H -4.54 1.87 -2.21 0.07
H -1.93 3.13 -3.27 0.11
H 0.41 3.50 -3.53 0.07
H 1.11 2.22 -2.54 0.07
H 1.42 3.91 -2.13 0.08
H -0.79 2.21 2.35 0.08
H -2.38 2.95 2.56 0.07
H -0.92 3.97 2.45 0.08
H -3.69 2.99 0.62 0.11
C -1.30 -5.12 -1.21 -0.13
C -0.52 -4.23 -1.93 -0.11
C -0.50 -2.88 -1.59 -0.13
C -1.26 -2.38 -0.52 -0.34
C -2.04 -3.30 0.18 -0.12
C -2.07 -4.65 -0.15 -0.13
Si -1.09 -0.51 -0.06 0.69
C -2.37 -0.37 1.36 -0.36
C -3.69 0.04 1.16 -0.13
C -4.60 0.16 2.21 -0.12
C -4.20 -0.13 3.50 -0.13
C -2.90 -0.55 3.74 -0.11
C -2.00 -0.66 2.68 -0.12
H -1.30 -6.18 -1.46 0.09
H 0.09 -4.58 -2.75 0.09
H 0.14 -2.21 -2.14 0.10
H -2.64 -2.96 1.02 0.09
H -2.67 -5.34 0.44 0.09
H -1.89 0.10 -1.19 -0.05
H -4.01 0.27 0.15 0.08
H -5.61 0.49 2.01 0.09
H -4.90 -0.04 4.33 0.08
H -2.57 -0.78 4.74 0.09
H -0.98 -0.98 2.88 0.08
Cl 0.20 -4.25 2.96 0.59
C 1.10 -4.02 1.46 -0.99
Cl 2.52 -5.10 1.41 0.57
C 1.53 -2.56 1.23 -0.80
O 1.17 -1.67 2.03 -0.13
O 2.18 -2.35 0.18 -0.10
H 0.45 -4.32 0.64 0.02
```

## Properties
* lowest unoccupied orbital energy: 4.43 eV
* energy above the lowest of the compared OMol25 structures with the same formula, charge and spin: 0.0 kJ/mol
* Kohn-Sham gap: 6.34 eV
* charge: -2
* E_HOMO: -1.9130 eV

***

# 4
Below is C31H26FeNOP as an isolated structure in a non-equilibrium geometry, with properties calculated with ωB97M-V/def2-TZVPD.

Structure (XYZ):
```
61
Properties=species:S:1:pos:R:3:lowdin_spin:R:1
C 2.76 -2.69 2.97 0.00
C 1.62 -2.46 3.76 0.00
C 0.63 -1.58 3.31 0.00
C 0.79 -0.92 2.08 0.00
P -0.51 0.21 1.41 0.00
C -2.00 -0.72 1.95 0.00
C -2.85 -0.29 2.98 0.00
C -3.90 -1.10 3.41 0.00
C -4.15 -2.34 2.80 0.00
C -3.33 -2.75 1.73 0.00
C -2.28 -1.93 1.30 0.00
C -0.19 1.80 2.14 0.00
C -0.92 2.90 1.71 0.00
N -1.53 3.88 1.43 0.00
O -0.49 0.27 -0.09 0.00
C 1.93 -1.13 1.30 0.00
C 2.91 -2.02 1.75 0.00
H 3.52 -3.38 3.31 0.00
H 1.50 -2.96 4.71 0.00
H -0.27 -1.41 3.91 0.00
H -2.69 0.68 3.45 0.00
H -4.54 -0.77 4.23 0.00
H -4.97 -2.99 3.15 0.00
H -3.52 -3.71 1.24 0.00
H -1.67 -2.25 0.45 0.00
H 0.42 1.86 3.05 0.00
H 2.03 -0.60 0.35 0.00
H 3.79 -2.19 1.13 0.00
C 4.50 5.62 4.13 0.03
C 3.74 4.46 3.64 0.03
C 4.15 4.22 2.26 0.05
C 5.14 5.22 1.90 0.05
C 5.37 6.07 3.06 0.06
Fe 3.44 6.05 2.54 2.65
C 2.91 7.96 2.59 0.06
C 1.89 7.09 3.18 0.05
C 1.49 6.13 2.18 0.05
C 2.32 6.31 0.97 0.07
C 2.58 5.42 -0.14 0.38
C 1.65 4.80 -0.99 0.04
C 2.11 4.13 -2.18 0.10
C 1.22 3.46 -3.01 -0.01
C -0.14 3.35 -2.66 0.12
C -0.58 3.93 -1.46 -0.01
C 0.26 4.74 -0.71 0.11
C 3.13 7.52 1.25 0.07
H 4.47 6.02 5.14 0.01
H 3.04 3.86 4.21 0.01
H 3.79 3.40 1.64 0.01
H 5.68 5.28 0.96 0.01
H 6.08 6.89 3.12 0.01
H 3.38 8.82 3.07 0.01
H 1.49 7.22 4.19 0.01
H 0.64 5.45 2.25 0.01
H 3.62 5.40 -0.48 0.02
H 3.17 4.20 -2.42 0.00
H 1.59 3.01 -3.94 0.00
H -0.83 2.77 -3.28 0.01
H -1.60 3.75 -1.13 0.00
H -0.11 5.32 0.13 0.01
H 3.74 8.00 0.48 0.01
```

## Properties
* lowest unoccupied orbital energy (spin up / spin down): 4.37 / 4.37 eV
* 2S+1: 5
* Kohn-Sham gap (spin up / spin down): 3.09 / 5.00 eV
* charge: -2
* E_HOMO (spin up / spin down): 1.2803 / -0.6267 eV

***

# 5
Below is C31H26GeS4SbSiTc as an isolated structure in a non-equilibrium geometry, with properties calculated with ωB97M-V/def2-TZVPD.

Structure (XYZ):
```
65
Properties=species:S:1:pos:R:3:lowdin_charge:R:1
Tc -1.04 -1.26 0.66 0.58
S -5.30 -0.21 2.91 -0.12
Sb -3.13 0.29 3.08 0.00
S -2.35 0.66 0.49 0.24
S -1.67 -1.62 2.82 -0.03
S -2.31 1.89 4.37 -0.13
C -5.09 -4.41 0.82 -0.07
C -3.77 -4.27 0.41 -0.08
C -3.35 -3.07 -0.14 -0.17
C -4.22 -1.99 -0.30 -0.34
C -5.55 -2.16 0.09 -0.14
C -5.98 -3.36 0.65 -0.07
Si -3.62 -0.36 -0.96 0.40
C -2.49 -0.83 -2.35 -0.33
C -2.99 -1.30 -3.56 -0.09
C -2.14 -1.82 -4.53 -0.07
C -0.76 -1.88 -4.30 -0.07
C -0.24 -1.41 -3.10 -0.06
C -1.10 -0.89 -2.14 -0.17
H -5.42 -5.34 1.26 0.11
H -3.08 -5.09 0.52 0.11
H -2.34 -3.03 -0.54 0.07
H -6.26 -1.34 -0.02 0.09
H -7.02 -3.47 0.97 0.11
H -4.71 0.60 -1.24 0.00
H -4.07 -1.28 -3.76 0.11
H -2.54 -2.17 -5.47 0.11
H -0.10 -2.29 -5.05 0.11
H 0.83 -1.44 -2.91 0.10
H -0.65 -0.45 -1.23 0.00
C 0.49 -0.53 0.75 -0.37
Ge 1.93 0.80 0.67 0.91
C 1.10 2.44 1.27 -0.28
C 0.21 3.17 0.47 -0.14
C -0.40 4.32 0.97 -0.08
C -0.15 4.73 2.27 -0.08
C 0.72 4.00 3.08 -0.09
C 1.35 2.86 2.58 -0.10
C 3.46 0.46 1.79 -0.30
C 4.47 1.43 1.75 -0.11
C 5.57 1.34 2.59 -0.08
C 5.68 0.27 3.48 -0.08
C 4.69 -0.71 3.51 -0.08
C 3.58 -0.61 2.67 -0.10
C 2.51 0.77 -1.18 -0.29
C 2.19 1.78 -2.09 -0.09
C 2.67 1.72 -3.40 -0.08
C 3.46 0.65 -3.81 -0.09
C 3.78 -0.36 -2.90 -0.09
C 3.31 -0.30 -1.60 -0.12
H -0.03 2.84 -0.53 0.08
H -1.07 4.89 0.34 0.11
H -0.64 5.61 2.66 0.11
H 0.90 4.31 4.10 0.11
H 2.02 2.30 3.21 0.10
H 4.38 2.28 1.07 0.11
H 6.34 2.10 2.57 0.10
H 6.53 0.20 4.14 0.10
H 4.78 -1.54 4.20 0.10
H 2.81 -1.37 2.72 0.10
H 1.59 2.62 -1.79 0.08
H 2.42 2.51 -4.10 0.10
H 3.84 0.61 -4.82 0.10
H 4.41 -1.19 -3.21 0.10
H 3.58 -1.08 -0.89 0.10
```

## Properties
* lowest unoccupied orbital energy: -1.38 eV
* energy above the lowest of the compared OMol25 structures with the same formula, charge and spin: 0.0 kJ/mol
* Kohn-Sham gap: 6.51 eV
* charge: 0
* E_HOMO: -7.8892 eV

***

# 6
Below is a 2-piece molecular cluster, C31H26N2O4 overall in a non-equilibrium geometry, with properties calculated with ωB97M-V/def2-TZVPD.

Structure (XYZ):
```
63
Properties=species:S:1:pos:R:3:lowdin_charge:R:1
C -0.42 -2.00 1.70 -0.05
N -0.77 -3.35 1.50 -0.37
O -1.28 -4.02 2.43 0.03
O -0.68 -3.84 0.32 -0.04
C 0.92 -1.65 1.33 -0.18
C 1.50 -2.14 0.14 -0.03
C 2.72 -1.68 -0.30 -0.02
C 3.48 -0.83 0.51 -0.24
C 4.74 -0.33 0.03 -0.18
N 5.75 0.08 -0.41 0.14
C 2.98 -0.42 1.77 -0.03
C 1.72 -0.83 2.17 -0.01
H -0.81 -1.54 2.61 0.13
H 0.98 -2.93 -0.42 0.10
H 3.10 -1.98 -1.29 0.13
H 3.59 0.22 2.41 0.12
H 1.33 -0.60 3.17 0.12
C 0.23 6.92 0.50 -0.05
O -1.02 6.27 0.85 -0.09
C -1.23 4.97 0.49 -0.26
C -2.35 4.31 1.05 0.01
C -2.53 2.95 0.86 -0.02
C -1.66 2.21 0.01 -0.18
C -1.79 0.75 -0.18 -0.08
C -2.28 -0.04 0.88 -0.05
C -2.59 -1.40 0.83 -0.02
C -3.55 -2.07 1.70 -0.21
C -4.01 -3.38 1.39 -0.02
C -4.88 -4.05 2.24 -0.06
C -5.33 -3.42 3.42 -0.06
C -4.94 -2.10 3.70 -0.07
C -4.07 -1.43 2.83 -0.02
C -1.44 0.17 -1.48 -0.16
C -1.61 0.91 -2.69 -0.02
C -1.33 0.37 -3.93 0.01
C -0.78 -0.93 -4.04 -0.26
O -0.46 -1.38 -5.28 -0.08
C 0.11 -2.70 -5.41 -0.06
C -0.59 -1.68 -2.86 0.01
C -0.92 -1.13 -1.63 -0.03
C -0.63 2.92 -0.63 -0.03
C -0.38 4.26 -0.39 -0.01
H 0.14 7.91 0.95 0.09
H 1.10 6.39 0.94 0.10
H 0.35 7.01 -0.59 0.09
H -3.03 4.90 1.66 0.12
H -3.38 2.45 1.34 0.12
H -2.40 0.47 1.84 0.11
H -2.42 -1.95 -0.09 0.10
H -3.69 -3.85 0.46 0.12
H -5.20 -5.06 1.99 0.11
H -6.00 -3.96 4.10 0.11
H -5.33 -1.59 4.58 0.11
H -3.81 -0.39 3.04 0.11
H -2.00 1.93 -2.65 0.12
H -1.49 0.94 -4.84 0.12
H 0.26 -2.83 -6.49 0.09
H 1.08 -2.77 -4.90 0.10
H -0.57 -3.47 -5.04 0.10
H -0.17 -2.69 -2.90 0.11
H -0.74 -1.74 -0.73 0.06
H 0.02 2.39 -1.32 0.12
H 0.47 4.75 -0.86 0.11
```

## Properties
* lowest unoccupied orbital energy: -1.80 eV
* Kohn-Sham gap: 5.48 eV
* charge: 0
* E_HOMO: -7.2764 eV

***

# 7
Below is C31H27AlN5O4S as an isolated structure, with properties calculated with ωB97M-V/def2-TZVPD.

Structure (XYZ):
```
69
Properties=species:S:1:pos:R:3:lowdin_charge:R:1
Al -0.16 0.65 0.46 -0.04
C 3.48 0.73 -0.21 -0.05
C 2.99 -0.31 0.74 -0.29
C 3.82 -1.40 1.04 0.01
C 3.40 -2.37 1.92 -0.01
C 2.18 -2.20 2.56 0.02
C 1.42 -1.10 2.23 -0.19
N 1.78 -0.20 1.29 0.13
C 0.16 -0.75 2.94 -0.16
C -0.26 -1.25 4.16 0.03
C -1.34 -0.63 4.78 0.00
C -1.90 0.51 4.23 0.04
C -1.42 0.97 3.01 -0.13
N -0.48 0.27 2.37 0.13
C -1.70 2.28 2.39 -0.19
C -2.76 3.07 2.76 0.02
C -2.87 4.33 2.19 -0.01
C -1.89 4.74 1.32 0.01
C -0.84 3.88 0.98 -0.27
C 0.25 4.37 0.07 -0.02
N -0.77 2.65 1.49 0.15
H 4.55 0.89 -0.05 0.10
H 3.34 0.42 -1.24 0.08
H 2.96 1.68 -0.07 0.05
H 4.78 -1.47 0.55 0.13
H 4.02 -3.23 2.13 0.12
H 1.83 -2.91 3.30 0.12
H 0.26 -2.07 4.64 0.12
H -1.69 -1.00 5.73 0.12
H -2.65 1.07 4.77 0.12
H -3.51 2.71 3.46 0.12
H -3.70 4.98 2.44 0.12
H -1.91 5.73 0.88 0.13
H 0.45 5.42 0.28 0.09
H 1.16 3.79 0.19 0.06
H -0.07 4.29 -0.97 0.08
O -3.66 2.03 -0.16 0.10
C -2.59 1.64 -0.59 -0.52
O -1.91 0.70 0.04 -0.04
C -2.04 2.14 -1.89 -0.14
C -2.99 2.76 -2.72 -0.01
C -2.65 3.24 -3.97 -0.07
C -1.34 3.11 -4.41 -0.07
C -0.40 2.52 -3.60 -0.13
C -0.72 2.02 -2.34 -0.51
S 0.69 1.37 -1.47 0.85
H -3.99 2.84 -2.34 0.12
H -3.40 3.71 -4.59 0.11
H -1.06 3.48 -5.39 0.11
H 0.63 2.43 -3.95 0.10
O 2.92 -4.68 -4.43 -0.02
C 2.43 -5.57 -3.47 -0.24
N 1.33 -5.01 -2.69 0.10
C 1.59 -3.98 -1.86 -0.43
O 2.72 -3.57 -1.66 0.07
C 0.43 -3.37 -1.13 -0.08
C -0.74 -4.04 -0.80 0.02
C -1.71 -3.37 -0.08 0.00
C -1.48 -2.06 0.29 -0.06
N -0.35 -1.42 -0.01 0.06
C 0.57 -2.06 -0.72 -0.04
H 3.45 -4.02 -3.97 0.09
H 3.21 -5.86 -2.77 0.13
H 2.06 -6.45 -3.99 0.13
H 0.39 -5.11 -3.06 0.14
H -0.89 -5.08 -1.08 0.13
H -2.64 -3.85 0.20 0.12
H -2.22 -1.48 0.83 0.13
H 1.48 -1.53 -0.98 0.11
```

## Properties
* lowest unoccupied orbital energy: -3.60 eV
* energy above the lowest of the compared OMol25 structures with the same formula, charge and spin: 5.2 kJ/mol
* Kohn-Sham gap: 6.62 eV
* charge: +1
* E_HOMO: -10.2260 eV

***

E_tot
In order: -131760.46300 -117016.91008 -84415.82287 -79777.19104 -149039.22877 -43732.82385 -65660.23935
Unit: eV